(1)
C3H7N2O2 | wB97M-V/def2-TZVPD

* HOMO level: -4.451 eV
* charge: -1
* 2S+1: 1
* energy above the lowest of the compared OMol25 structures with the same formula, charge and spin: 0.624 eV
* LUMO energy: 4.179 eV

```
14
Properties=species:S:1:pos:R:3:forces:R:3:lowdin_charge:R:1
C -0.202 -1.641 -0.198 0.49 -0.76 1.01 -0.19
N -1.347 0.878 0.386 -0.17 0.15 -0.09 0.08
C -2.057 -0.297 0.251 0.61 -0.68 -0.24 -0.35
N -1.628 -1.512 0.070 -0.68 1.76 -0.08 -0.08
H 0.078 -1.265 -1.189 -0.08 -0.15 0.17 0.07
H 0.076 -2.706 -0.058 -0.20 0.32 -0.55 0.05
H 0.436 -1.123 0.533 -0.26 0.15 -0.28 0.04
H -0.295 0.929 0.504 -0.79 -0.37 -0.17 0.05
H -1.869 1.757 0.305 0.49 -0.90 0.17 0.07
H -3.149 -0.159 0.287 0.31 -0.04 0.13 0.09
O 1.410 0.768 0.952 0.62 0.48 -0.95 -0.19
C 2.026 0.914 -0.162 -1.09 -0.17 0.40 -0.61
O 1.575 0.715 -1.310 0.61 0.28 0.64 -0.12
H 3.072 1.286 -0.052 0.14 -0.08 -0.16 0.09
```
Positions in Å, forces in eV/Å.

---

(2)
C3H7N2O2 | wB97M-V/def2-TZVPD

* HOMO level: -14.873 eV
* charge: +1
* 2S+1: 1
* energy above the lowest of the compared OMol25 structures with the same formula, charge and spin: 1.108 eV
* structure (SMILES): [NH3+][C@@H]1NC(=O)CO1
* LUMO energy: -3.893 eV

```
14
Properties=species:S:1:pos:R:3:forces:R:3:lowdin_charge:R:1
C -1.606 -0.204 0.029 -0.54 0.09 -0.06 -0.40
C -1.085 1.173 -0.282 -4.08 3.14 -1.13 -0.08
C 0.522 0.113 0.737 1.84 -0.20 0.84 -0.27
N -0.573 -0.688 0.801 0.93 1.46 0.02 0.18
N 1.612 -0.615 -0.451 0.41 1.45 -2.40 0.20
O -2.566 -0.816 -0.316 -0.14 0.36 -0.04 0.18
O 0.157 1.283 0.279 1.73 1.16 0.00 0.04
H -1.178 1.369 -1.340 0.96 -0.54 -0.84 0.14
H -1.708 2.126 -0.016 0.67 -2.08 0.57 0.20
H 1.274 0.156 1.553 -0.86 -0.09 -0.32 0.19
H -0.436 -1.570 1.122 -0.39 -3.27 1.14 0.14
H 2.617 -0.526 -0.268 -0.14 0.69 0.16 0.13
H 1.461 -0.184 -1.479 0.21 -1.71 2.85 0.22
H 1.508 -1.617 -0.369 -0.60 -0.47 -0.79 0.12
```
Positions in Å, forces in eV/Å.

---

(3)
C3H7N2O2 | wB97M-V/def2-TZVPD

* HOMO level: -15.182 eV
* charge: +1
* 2S+1: 1
* energy above the lowest of the compared OMol25 structures with the same formula, charge and spin: 0.651 eV
* structure (SMILES): O[C@@H]1NC=[NH+][C@H]1O
* LUMO energy: -3.538 eV

```
14
Properties=species:S:1:pos:R:3:forces:R:3:lowdin_charge:R:1
C -0.046 -1.613 -0.075 0.07 0.42 0.49 -0.09
C -0.755 0.574 -0.373 -2.12 -0.01 -0.67 -0.19
C 0.537 0.602 0.414 3.66 -1.65 -0.53 -0.23
N -1.073 -0.952 -0.520 1.41 2.49 0.56 0.18
N 0.837 -0.875 0.526 2.96 0.16 1.77 0.13
O -1.844 1.180 0.369 1.57 0.14 -1.58 0.01
O 1.606 1.146 -0.381 -0.45 0.24 -0.34 -0.01
H 0.092 -2.651 -0.184 -0.11 -1.19 -0.01 0.16
H -0.527 0.931 -1.443 -0.77 -0.07 1.65 0.20
H 0.541 1.063 1.395 -0.53 0.03 0.11 0.17
H -1.922 -1.384 -0.785 -0.90 -0.02 -0.59 0.16
H 1.791 -1.219 0.958 -2.86 0.75 -1.35 0.24
H -1.808 2.165 0.250 -0.06 -1.20 0.01 0.14
H 2.571 1.034 -0.152 -1.87 -0.09 0.46 0.14
```
Positions in Å, forces in eV/Å.

---

(4)
C3H7N2O2 | wB97M-V/def2-TZVPD

* HOMO level (alpha / beta): -13.831 / -13.832 eV
* charge: +1
* 2S+1: 1
* energy above the lowest of the compared OMol25 structures with the same formula, charge and spin: 3.303 eV
* structure (SMILES): C[N+](/C=[NH+]\[O-])=C\O
* LUMO energy (alpha / beta): -4.702 / -4.702 eV

```
14
Properties=species:S:1:pos:R:3:forces:R:3:lowdin_charge:R:1
C 0.044 -1.481 -0.091 -0.58 -0.87 0.93 0.00
C 0.471 0.662 -1.108 0.54 -0.96 -2.60 -0.14
C -0.139 0.737 1.035 -3.34 0.27 0.15 0.04
N -0.391 -2.134 -1.142 1.06 3.93 -0.32 -0.05
N 0.161 -0.076 -0.131 0.75 -0.03 1.43 -0.05
O -0.530 -1.566 -2.284 0.05 -1.20 1.05 -0.04
O 0.358 1.935 -1.082 -0.52 0.14 2.44 0.22
H 0.058 -1.969 0.922 0.14 0.61 -1.40 0.18
H 0.838 0.237 -1.992 0.27 -0.77 -1.21 0.16
H 0.599 1.464 1.362 0.25 -0.38 -0.25 0.12
H -0.429 0.009 1.754 -0.04 0.01 1.22 0.09
H -1.108 1.264 0.704 1.43 -0.37 1.06 0.16
H -0.604 -3.084 -0.989 -0.52 -1.86 -0.23 0.17
H 0.520 2.216 -1.948 0.53 1.48 -2.26 0.13
```
Positions in Å, forces in eV/Å.

---

(5)
C3H7N2O2 | wB97M-V/def2-TZVPD

* HOMO level: -14.072 eV
* charge: +1
* 2S+1: 1
* energy above the lowest of the compared OMol25 structures with the same formula, charge and spin: 3.502 eV
* structure (SMILES): CO/N=C/OC=[NH2+]
* LUMO energy: -4.772 eV

```
14
Properties=species:S:1:pos:R:3:forces:R:3:lowdin_charge:R:1
C 1.991 -0.400 0.027 -1.44 -0.38 0.48 -0.12
C -0.149 0.427 -0.006 -4.07 1.59 1.02 -0.14
C -2.773 0.225 -0.089 -1.21 0.24 -1.08 -0.07
N -0.662 -0.719 0.054 2.32 -0.20 -0.08 0.04
N 3.261 -0.274 -0.116 0.90 -5.35 0.77 0.26
O 1.205 0.616 0.036 1.55 0.85 -0.43 0.12
O -1.956 -0.910 0.126 -1.44 -0.21 -0.32 -0.08
H 1.435 -1.332 0.204 0.86 -0.25 -0.49 0.18
H -0.797 1.366 0.136 1.87 -1.18 -0.54 0.17
H -2.587 0.760 -1.019 0.40 -0.32 -0.23 0.11
H -2.752 0.921 0.684 0.76 1.30 1.73 0.07
H -3.834 0.001 -0.084 0.10 -1.12 -0.22 0.11
H 3.838 -1.207 0.022 -1.54 2.59 -0.52 0.23
H 3.779 0.528 0.027 0.97 2.43 -0.09 0.12
```
Positions in Å, forces in eV/Å.

---

(6)
C3H7N2O2 | wB97M-V/def2-TZVPD

* HOMO level: -15.202 eV
* charge: +1
* 2S+1: 1
* energy above the lowest of the compared OMol25 structures with the same formula, charge and spin: 2.134 eV
* structure (SMILES): ONC1=[NH+]CCO1
* LUMO energy: -3.281 eV

```
14
Properties=species:S:1:pos:R:3:forces:R:3:lowdin_charge:R:1
C -1.444 -0.730 0.117 -1.29 -1.26 0.50 -0.08
C -1.614 0.792 0.101 -0.31 -0.12 -2.55 -0.05
C 0.562 0.287 0.094 2.12 0.20 -0.25 -0.32
N 1.878 0.582 0.011 0.14 -1.18 0.48 0.09
N 0.022 -0.914 0.090 -2.59 3.78 0.87 0.20
O -0.273 1.286 0.146 1.71 0.05 0.30 0.09
O 2.968 -0.327 0.164 -1.99 0.06 -1.10 0.05
H -2.014 -1.166 0.931 1.01 0.10 1.34 0.13
H -1.989 -1.343 -0.598 0.61 0.67 -1.36 0.13
H -1.927 1.134 -0.953 -0.51 -0.23 2.07 0.17
H -2.093 1.188 0.993 -0.49 0.07 -0.55 0.15
H 2.283 1.448 -0.248 -0.62 1.31 0.09 0.17
H 3.138 -0.527 -0.782 0.46 -0.33 0.63 0.14
H 0.503 -1.711 -0.066 1.76 -3.12 -0.47 0.13
```
Positions in Å, forces in eV/Å.

---

(7)
C3H7N2O3 | wB97M-V/def2-TZVPD

* HOMO level: -3.361 eV
* charge: -1
* 2S+1: 1
* energy above the lowest of the compared OMol25 structures with the same formula, charge and spin: 8.884 eV
* LUMO energy: 3.893 eV

```
15
Properties=species:S:1:pos:R:3:forces:R:3:lowdin_charge:R:1
C -2.361 1.014 0.567 0.56 -0.15 -1.97 -0.10
C 2.218 -0.072 -0.621 3.30 -3.73 0.36 -0.12
C -1.228 0.285 -0.147 -1.97 1.67 1.66 -0.19
N 2.800 -0.263 0.684 1.19 -0.88 1.43 -0.13
N -1.010 -0.977 0.008 -0.98 0.19 -1.27 -0.50
O 3.673 -1.132 0.883 -1.96 1.87 -1.49 -0.10
O -0.120 -1.472 -0.757 1.20 -1.69 -0.41 -0.17
O -1.760 -1.717 0.698 0.00 -0.43 0.76 -0.11
H -1.933 1.524 1.392 -0.04 0.24 1.53 0.03
H -2.531 1.870 -0.146 -0.81 -0.75 0.59 0.06
H -3.241 0.366 0.811 0.81 0.79 -0.27 0.07
H 2.983 -0.440 -1.392 -1.36 0.73 0.56 0.11
H 1.322 -0.758 -0.560 -0.16 -0.17 -0.38 0.05
H 1.818 0.871 -0.658 -0.54 2.42 -0.41 0.03
H -0.630 0.902 -0.762 0.76 -0.13 -0.70 0.08
```
Positions in Å, forces in eV/Å.

---

(8)
C3H7N2O3 | wB97M-V/def2-TZVPD

* HOMO level: -14.959 eV
* charge: +1
* 2S+1: 1
* energy above the lowest of the compared OMol25 structures with the same formula, charge and spin: 2.875 eV
* structure (SMILES): O=NO[C@H]1C[NH2+]CO1
* LUMO energy: -4.697 eV

```
15
Properties=species:S:1:pos:R:3:forces:R:3:lowdin_charge:R:1
O 2.717 1.052 0.829 -0.01 -0.51 0.28 0.19
N 1.847 0.336 1.029 -0.17 0.44 -0.27 0.04
O 1.806 -0.741 -0.021 0.32 0.38 -0.25 -0.03
C 0.637 -0.694 -0.784 -0.27 -0.46 0.05 -0.34
C -0.628 -1.161 -0.059 0.49 0.17 -0.10 0.00
N -1.036 0.115 0.624 -0.21 -0.15 -0.18 0.12
C -0.595 1.217 -0.336 0.58 0.12 0.26 -0.09
O 0.266 0.592 -1.240 -0.07 0.02 0.03 -0.01
H 0.847 -1.311 -1.654 0.01 0.02 -0.03 0.18
H -1.364 -1.426 -0.813 -0.22 -0.06 0.22 0.15
H -0.445 -1.943 0.669 -0.13 -0.06 -0.02 0.15
H -2.034 0.147 0.830 -0.01 0.05 0.01 0.19
H -0.517 0.194 1.501 -0.05 0.07 0.04 0.17
H -0.050 1.955 0.254 -0.21 0.12 0.04 0.14
H -1.452 1.668 -0.830 -0.04 -0.16 -0.08 0.16
```
Positions in Å, forces in eV/Å.

---

(9)
C3H7N2O3 | wB97M-V/def2-TZVPD

* HOMO level: -14.207 eV
* charge: +1
* 2S+1: 1
* energy above the lowest of the compared OMol25 structures with the same formula, charge and spin: 2.944 eV
* structure (SMILES): [NH3+]/C(=C\O)C(=O)NO
* LUMO energy: -3.359 eV

```
15
Properties=species:S:1:pos:R:3:forces:R:3:lowdin_charge:R:1
C -1.518 -0.916 -0.117 0.80 -1.79 1.87 -0.16
C -0.653 0.072 -0.050 3.31 2.15 -0.57 -0.05
C 1.196 0.284 0.080 -5.38 -0.95 -1.60 -0.30
N 1.902 -0.793 0.004 1.76 -1.54 -0.27 0.06
N -1.015 1.524 0.018 3.38 -2.12 0.17 0.20
O 1.428 1.463 -0.013 1.27 0.54 0.61 0.10
O -2.832 -0.744 0.182 1.05 0.18 -0.89 0.07
O 3.285 -0.787 0.039 -0.32 -1.09 1.89 0.07
H -1.081 -1.976 -0.070 -0.95 1.54 -0.41 0.16
H 1.648 -1.791 -0.030 -0.75 1.19 0.16 0.20
H 0.059 1.949 -0.026 -1.21 -0.30 -0.85 0.15
H -1.138 1.646 0.975 -1.45 0.95 2.20 0.13
H -1.728 1.886 -0.562 -0.90 0.41 -0.79 0.15
H -3.209 -1.617 0.153 -0.86 -0.51 0.00 0.11
H 3.657 -0.198 -0.584 0.24 1.35 -1.52 0.10
```
Positions in Å, forces in eV/Å.

---

(10)
C3H7N2OS | wB97M-V/def2-TZVPD

* HOMO level: -13.393 eV
* charge: +1
* 2S+1: 1
* energy above the lowest of the compared OMol25 structures with the same formula, charge and spin: 3.867 eV
* LUMO energy: -3.735 eV

```
14
Properties=species:S:1:pos:R:3:forces:R:3:lowdin_charge:R:1
C 1.575 -1.726 1.016 -0.04 0.64 0.11 0.11
C -0.387 0.888 -0.676 0.16 1.31 2.70 -0.22
C 1.309 -0.649 1.441 -1.03 0.76 0.93 -0.26
N -0.720 -0.089 -1.442 2.73 -0.16 -0.41 -0.28
N -1.251 1.712 -0.080 -1.17 -2.14 -3.31 0.21
O 0.773 0.457 1.952 -1.09 -1.04 -4.75 0.07
S 0.429 -1.220 -2.144 -1.24 -0.05 0.29 0.87
H -1.646 -0.203 -1.683 -2.45 -0.31 -0.78 0.09
H 1.776 -2.682 0.684 0.49 -1.21 -0.50 0.03
H 0.626 1.028 -0.290 -0.08 -0.44 -0.70 0.14
H -0.989 2.325 0.607 1.02 1.69 1.77 0.09
H -2.200 1.786 -0.439 0.18 -0.03 0.39 0.15
H 1.093 0.602 2.772 1.75 0.85 4.52 0.07
H -0.389 -2.230 -1.719 0.76 0.13 -0.26 -0.08
```
Positions in Å, forces in eV/Å.

---

(11)
C3H7N2OS | wB97M-V/def2-TZVPD

* HOMO level (alpha / beta): -14.349 / -14.898 eV
* charge: +1
* 2S+1: 1
* energy above the lowest of the compared OMol25 structures with the same formula, charge and spin: 6.091 eV
* LUMO energy (alpha / beta): -8.515 / -4.889 eV

```
14
Properties=species:S:1:pos:R:3:forces:R:3:lowdin_charge:R:1
C 1.168 0.503 0.115 2.06 -1.22 -0.88 -0.18
C 1.796 -0.952 -0.014 -3.27 1.85 -1.21 -0.32
C -0.867 -0.615 -0.128 5.00 0.90 -0.22 -0.60
N -2.118 -0.739 -0.076 -2.36 -0.59 1.23 0.24
N -0.215 0.546 -0.151 -1.50 0.16 0.59 0.05
O -4.207 -0.015 0.034 0.08 1.25 2.42 -0.07
S 0.316 -1.956 0.019 -1.98 -0.70 -0.19 1.10
H 1.365 0.915 1.049 0.27 0.54 2.04 0.12
H 1.620 1.165 -0.563 1.04 0.70 -1.06 0.12
H 2.150 -1.127 -1.016 0.96 0.04 0.04 0.09
H 2.334 -1.258 0.820 1.59 -0.22 1.02 0.06
H -2.378 -1.685 -0.246 -1.13 -0.86 -0.49 0.10
H -4.114 0.397 0.996 -0.30 -1.11 -2.63 0.09
H -0.636 1.434 0.156 -0.47 -0.73 -0.67 0.20
```
Positions in Å, forces in eV/Å.

---

(12)
C3H7N2OS | wB97M-V/def2-TZVPD

* HOMO level: -14.355 eV
* charge: +1
* 2S+1: 1
* energy above the lowest of the compared OMol25 structures with the same formula, charge and spin: 1.016 eV
* structure (SMILES): CSC(=O)C(N)=[NH2+]
* LUMO energy: -4.527 eV

```
14
Properties=species:S:1:pos:R:3:forces:R:3:lowdin_charge:R:1
C 1.434 0.198 -0.101 -2.11 -1.65 1.19 -0.28
C -0.134 -0.387 0.111 2.83 -0.25 -0.47 -0.67
C -2.777 -0.185 -0.141 0.56 0.62 -1.42 -0.27
N 2.247 -0.784 0.228 1.04 -1.41 0.38 0.19
N 1.599 1.475 -0.339 -0.35 -0.64 -0.40 0.21
O -0.190 -1.479 0.611 -0.55 0.60 -0.02 0.06
S -1.235 0.664 -0.590 -1.00 -0.10 -0.29 1.06
H -2.617 -1.215 0.052 0.17 -1.02 -0.39 0.05
H -3.533 0.079 -0.868 -0.01 -0.33 -0.28 0.06
H -3.013 0.261 0.749 -0.96 1.04 2.31 0.02
H 1.676 -1.573 0.683 0.76 1.09 -1.08 0.15
H 3.289 -1.063 0.102 -2.37 1.70 0.19 0.21
H 0.852 2.140 -0.537 0.03 -0.71 0.10 0.11
H 2.403 1.870 0.038 1.97 1.05 0.18 0.12
```
Positions in Å, forces in eV/Å.